C7H14N4O | ωB97M-V/def2-TZVPD

The geometry in XYZ format:
```
26
C7H14N4O | the Open Molecules 2025 dataset | ωB97M-V/def2-TZVPD
C 0.492 -0.445 0.309
C -0.127 0.656 0.003
C -1.688 -0.465 -1.676
C 1.683 -0.539 1.111
C 2.240 0.814 1.456
C 1.090 1.793 1.682
C -0.248 -1.766 -0.070
N -1.424 0.686 -1.065
N -0.992 -1.569 -1.408
N -2.579 -0.463 -2.647
N 0.258 1.940 0.431
O -1.071 -2.245 0.961
H 1.585 -1.172 2.065
H 2.326 -1.111 0.406
H 2.945 0.762 2.167
H 2.663 1.197 0.516
H 0.333 1.550 2.379
H 1.540 2.791 1.967
H 0.536 -2.611 -0.382
H -1.890 1.648 -1.255
H -1.169 -2.461 -1.933
H -2.759 0.435 -3.062
H -2.532 -1.323 -3.340
H 0.756 2.578 -0.302
H -0.659 2.566 0.819
H -1.311 -3.245 0.867
```

Its LUMO energy is -6.978 eV. As for the total charge: +2. Its SMILES is [NH2+]=C1NC2=C(CCC[NH2+]2)[C@@H](O)N1. Its spin multiplicity is 1. As for the HOMO energy: -17.8001 eV.



C7H14N5 | ωB97M-V/def2-TZVPD

The geometry in XYZ format:
```
26
C7H14N5 | the Open Molecules 2025 dataset | ωB97M-V/def2-TZVPD
C -0.309 1.623 0.583
C 0.328 0.414 1.261
C -0.562 -0.512 -1.093
C -0.189 0.229 2.613
C 1.856 0.566 1.281
C 0.629 -0.258 -1.979
C -1.235 -1.718 -1.669
N -0.539 2.759 0.179
N -1.408 2.805 -0.952
N -1.613 1.700 -1.390
N -1.337 0.636 -0.820
N -0.089 -0.818 0.388
H 0.322 -0.670 2.950
H -1.305 0.055 2.582
H 0.218 1.034 3.266
H 2.295 -0.363 1.696
H 2.144 1.470 1.835
H 2.225 0.593 0.250
H 1.184 -1.177 -2.047
H 1.331 0.477 -1.609
H 0.244 0.127 -3.008
H -0.607 -2.656 -1.431
H -1.186 -1.483 -2.736
H -2.122 -1.945 -1.154
H 0.590 -1.626 0.162
H -0.864 -1.262 0.842
```

Its LUMO energy is -3.425 eV. As for the total charge: +1. Its spin multiplicity is 1. As for the HOMO energy: -13.2311 eV.



C7H14NO | ωB97M-V/def2-TZVPD

The geometry in XYZ format:
```
23
C7H14NO | the Open Molecules 2025 dataset | ωB97M-V/def2-TZVPD
C 0.668 -2.814 -0.639
C -0.079 -1.768 -1.032
C -0.383 0.666 -0.215
C 0.153 1.567 0.894
C 0.967 0.400 -2.216
C -1.987 0.599 1.927
C 0.479 -0.378 -0.848
N -0.674 0.411 1.218
O 1.433 1.270 1.303
H 0.296 -3.758 -1.037
H 1.649 -2.752 -0.240
H -1.069 -2.117 -1.470
H -1.191 1.183 -0.812
H -0.344 2.531 0.888
H 1.703 -0.164 -2.801
H 0.033 0.654 -2.774
H 1.596 1.195 -1.774
H -1.759 0.646 3.029
H -2.246 1.717 1.662
H -2.629 -0.217 1.683
H 1.379 -0.481 -0.050
H -0.075 -0.323 1.627
H 2.081 1.935 1.676
```

Its LUMO energy is -2.814 eV. As for the total charge: +1. Its SMILES is C=C[C@@H](C)[C@@H]1[C@H](O)[N@H+]1C. Its spin multiplicity is 1. As for the HOMO energy: -13.2080 eV.



C7H14NO2S2 | ωB97M-V/def2-TZVPD

The geometry in XYZ format:
```
26
C7H14NO2S2 | the Open Molecules 2025 dataset | ωB97M-V/def2-TZVPD
C -0.305 -3.181 0.839
C -1.598 -3.256 0.118
C -0.609 -2.299 -0.356
C -1.685 3.353 0.550
C -0.655 2.195 0.549
C -0.892 1.404 -0.788
C -0.482 -0.058 -0.975
N -0.726 -0.908 -0.055
O 2.837 1.248 -0.446
O 3.405 -0.950 -1.417
S 4.919 -0.046 1.264
S 3.031 -0.168 -0.174
H -0.135 -2.636 1.844
H 0.299 -4.063 0.626
H -1.799 -4.082 -0.511
H -2.562 -3.059 0.670
H 0.172 -2.482 -1.122
H -2.668 2.958 0.388
H -1.782 4.001 1.478
H -1.509 4.017 -0.290
H 0.351 2.454 0.391
H -0.681 1.677 1.478
H -1.948 1.422 -0.930
H -0.335 1.901 -1.486
H -0.080 -0.244 -1.912
H 5.441 0.803 0.266
```

Its LUMO energy is 3.317 eV. As for the total charge: -1. Its spin multiplicity is 1. As for the HOMO energy: -3.8824 eV.



C7H14NO3PS | ωB97M-V/def2-TZVPD

The geometry in XYZ format:
```
27
C7H14NO3PS | the Open Molecules 2025 dataset | ωB97M-V/def2-TZVPD
O 1.012 2.519 0.037
O 0.603 -1.676 0.515
O 1.458 0.403 1.779
S -1.586 0.076 1.213
C 1.367 1.815 -0.866
C -4.661 -2.579 0.245
C -3.924 -1.453 0.524
N 0.840 0.565 -0.786
C 1.206 -0.053 3.125
C -2.452 -1.306 0.174
C 3.342 1.485 -2.225
C 2.157 2.278 -2.086
P 0.458 -0.237 0.648
H -5.795 -2.591 0.395
H -4.311 -3.493 -0.374
H -4.330 -0.704 1.201
H 1.009 -0.104 -1.498
H 0.352 0.373 3.565
H 1.028 -1.151 3.084
H 2.123 0.063 3.668
H -2.421 -1.083 -0.926
H -1.981 -2.289 0.109
H 3.824 1.581 -3.213
H 2.953 0.436 -2.064
H 3.938 1.604 -1.425
H 1.431 2.194 -2.909
H 2.362 3.327 -1.910
```

Its LUMO energy is 0.700 eV. Its SMILES is C=CCS[P@@](=O)(NC(=O)CC)OC. Its spin multiplicity is 1. As for the HOMO energy: -9.3245 eV.



C7H14NS | ωB97M-V/def2-TZVPD

The geometry in XYZ format:
```
23
C7H14NS | the Open Molecules 2025 dataset | ωB97M-V/def2-TZVPD
C -0.218 0.919 0.435
C 1.760 1.548 -0.947
C -1.535 -0.558 -1.558
C 0.575 -1.840 -0.858
C -0.628 0.553 2.866
C 0.250 0.985 -0.914
C 0.046 -0.567 -1.385
N -0.408 0.931 1.588
S -0.738 -1.235 2.901
H 1.792 2.641 -0.585
H 2.259 1.625 -1.921
H 2.469 1.123 -0.174
H -2.002 -1.520 -1.540
H -1.832 -0.004 -2.419
H -1.932 -0.063 -0.669
H 0.327 -2.015 0.148
H 0.122 -2.643 -1.471
H 1.667 -1.903 -0.783
H 1.037 1.085 3.634
H -1.523 1.126 3.386
H -0.484 1.571 -1.474
H 0.309 -0.425 -2.385
H -1.314 -1.331 4.126
```

Its LUMO energy (alpha / beta) is -5.074 / -5.070 eV. As for the total charge: +1. Its spin multiplicity is 1. As for the HOMO energy (alpha / beta): -13.1575 / -13.1555 eV.



C7H14NS | ωB97M-V/def2-TZVPD

The geometry in XYZ format:
```
23
C7H14NS | the Open Molecules 2025 dataset | ωB97M-V/def2-TZVPD
C -2.731 2.062 0.458
C -2.058 1.128 0.076
C 1.566 -2.261 0.684
C 1.028 1.680 -0.857
C 0.750 -1.393 -0.342
C 0.776 1.038 0.487
C -1.268 0.055 -0.469
N 0.005 -0.249 0.257
S -2.397 -1.413 -0.130
H -3.399 2.865 0.621
H 2.225 -1.714 1.183
H 0.972 -2.720 1.437
H 2.200 -2.942 0.211
H 0.858 0.950 -1.596
H 0.355 2.546 -1.109
H 2.172 1.829 -1.008
H -0.109 -1.875 -0.846
H 1.470 -1.027 -1.247
H 0.227 1.818 0.933
H 1.737 0.995 0.972
H -1.203 0.209 -1.790
H -0.121 -0.731 1.174
H -3.056 -0.848 0.901
```

Its LUMO energy is -2.823 eV. As for the total charge: +1. Its SMILES is C#C[C@H](S)[NH+](CC)CC. Its spin multiplicity is 1. As for the HOMO energy: -13.5892 eV.



C7H14O | ωB97M-V/def2-TZVPD

The geometry in XYZ format:
```
22
C7H14O | the Open Molecules 2025 dataset | ωB97M-V/def2-TZVPD
C 1.443 -2.434 -0.664
O 1.066 -3.560 -1.455
C 0.244 -1.590 -0.264
C 0.719 -0.359 0.515
C -0.230 0.794 0.501
C 0.024 1.950 -0.102
C -0.919 3.107 -0.286
C -1.515 0.564 1.289
H 2.178 -1.786 -1.133
H 1.870 -2.894 0.224
H 1.089 -3.334 -2.392
H -0.345 -2.240 0.353
H -0.292 -1.285 -1.161
H 1.008 -0.720 1.507
H 1.716 -0.012 0.207
H 0.969 2.078 -0.590
H -1.795 2.843 -0.893
H -1.343 3.454 0.667
H -0.433 3.956 -0.770
H -2.209 -0.098 0.759
H -1.240 0.052 2.214
H -2.006 1.512 1.476
```

Its LUMO energy is 0.942 eV. Its SMILES is C/C=C(\C)CCCO. Its spin multiplicity is 1. As for the HOMO energy: -8.9349 eV.



C7H14O | ωB97M-V/def2-TZVPD

The geometry in XYZ format:
```
22
C7H14O | the Open Molecules 2025 dataset | ωB97M-V/def2-TZVPD
C 1.994 0.558 1.867
O 2.481 1.869 1.754
C 0.506 0.189 1.316
C 0.311 -0.913 0.263
C -0.614 -0.489 -0.831
C -1.915 -0.720 -0.637
C -3.018 -0.550 -1.720
C 0.031 -0.191 -2.100
H 2.013 0.007 2.858
H 2.827 -0.009 1.281
H 1.849 2.640 1.932
H 0.097 1.095 0.813
H 0.042 -0.134 2.187
H 1.281 -1.254 -0.069
H -0.032 -1.885 0.804
H -2.185 -0.809 0.361
H -3.868 -1.400 -1.449
H -3.639 0.292 -1.281
H -2.560 -0.496 -2.792
H 0.800 0.644 -2.087
H 0.466 -1.110 -2.683
H -0.711 0.164 -2.857
```

Its LUMO energy is 0.921 eV. Its SMILES is C/C=C(\C)CCCO. Its spin multiplicity is 1. As for the HOMO energy: -8.6700 eV.



C7H14O2 | ωB97M-V/def2-TZVPD

The geometry in XYZ format:
```
23
C7H14O2 | the Open Molecules 2025 dataset | ωB97M-V/def2-TZVPD
C 0.798 -0.341 0.328
C 1.829 -0.303 -0.808
C 1.354 -1.121 1.521
C -0.550 2.937 -0.456
O 0.242 2.867 -1.378
H 0.675 0.701 0.649
H -0.329 3.252 0.574
H 2.786 0.091 -0.447
H 2.025 -1.294 -1.229
H 0.745 -0.950 2.416
H 1.490 0.353 -1.617
H 1.373 -2.199 1.325
H 2.376 -0.803 1.757
C -1.748 -0.403 0.751
C -0.574 -0.877 -0.067
C -0.795 -1.735 -1.078
O -1.839 2.600 -0.600
H -1.903 2.284 -1.526
H -1.447 0.318 1.517
H -2.487 0.087 0.109
H -2.231 -1.245 1.258
H 0.004 -2.132 -1.694
H -1.797 -2.088 -1.306
```

Its LUMO energy is 0.795 eV. Its SMILES is C=C(C)C(C)C.O=CO. Its spin multiplicity is 1. As for the HOMO energy: -9.1878 eV.



C7H14O2 | ωB97M-V/def2-TZVPD

The geometry in XYZ format:
```
23
C7H14O2 | the Open Molecules 2025 dataset | ωB97M-V/def2-TZVPD
C 1.077 -0.646 0.947
C 1.783 -1.975 0.903
O 1.781 -0.156 -1.794
O 1.150 -1.243 -2.458
H 1.275 -1.026 -3.394
H 0.757 -0.372 1.950
H 1.660 0.176 0.542
H 1.138 -2.770 1.273
H 2.654 -1.940 1.564
H 2.121 -2.208 -0.104
C -0.645 1.240 -1.198
C -1.083 0.547 -0.043
C -1.672 1.244 1.091
C -0.553 -0.776 0.205
C -2.298 2.421 1.055
H -1.579 0.734 2.045
H -0.836 0.743 -2.143
H -0.896 2.285 -1.283
H 0.781 0.571 -1.467
H -1.123 -1.353 0.928
H -0.330 -1.323 -0.709
H -2.410 2.989 0.144
H -2.749 2.837 1.944
```

Its LUMO energy is -0.530 eV. Its spin multiplicity is 1. As for the HOMO energy: -8.5358 eV.



C7H14O4 | ωB97M-V/def2-TZVPD

The geometry in XYZ format:
```
25
C7H14O4 | the Open Molecules 2025 dataset | ωB97M-V/def2-TZVPD
C 0.178 -2.503 -2.272
C 0.373 -0.334 -1.094
C 1.383 -0.750 0.013
C 0.731 -0.708 1.385
C -0.292 0.311 1.587
C -1.439 0.231 0.540
C -1.774 1.733 0.183
H 0.690 -2.600 -3.223
H 0.533 -2.987 -1.418
H -0.968 -2.758 -2.328
H 0.527 0.764 -1.443
H 2.188 -0.037 -0.003
H 1.748 -1.729 -0.146
H 1.561 -0.577 2.169
H 0.190 -1.632 1.431
H -0.715 0.139 2.538
H 1.808 2.751 1.306
H -2.279 -0.315 0.929
H -2.383 2.134 1.045
H -2.481 1.800 -0.751
H -0.708 2.178 -0.041
O 0.470 -1.049 -2.165
O 0.089 1.594 1.725
O 1.073 1.902 0.754
O -0.965 -0.573 -0.578
```

Its LUMO energy is 0.151 eV. Its spin multiplicity is 1. As for the HOMO energy: -8.7967 eV.